Record 1
{"formula": "Br4Ca", "method": "ωB97M-V/def2-TZVPD", "spin_multiplicity": 1, "homo_energy_ev": -2.07, "relative_energy_kcal_mol": 5.67, "total_charge": -2, "lumo_ev": 5.51, "largest_force_ha_per_bohr": 0.0289, "symbols": ["Ca", "Br", "Br", "Br", "Br"], "positions_angstrom": [[0.31877, -0.10124, 0.46464], [-0.10191, 2.29873, 1.75147], [-2.55066, -0.51457, -0.06027], [1.32053, -2.77247, -0.13213], [1.01328, 1.08955, -2.02371]]}


Record 2
{"formula": "C4H11N2O", "method": "ωB97M-V/def2-TZVPD", "spin_multiplicity": 1, "homo_energy_ev": -14.06, "relative_energy_kcal_mol": 23.03, "total_charge": 1, "lumo_ev": -3.58, "largest_force_ha_per_bohr": 0.0313, "symbols": ["C", "C", "N", "C", "O", "C", "N", "H", "H", "H", "H", "H", "H", "H", "H", "H", "H", "H"], "positions_angstrom": [[-1.85241, -1.91717, 0.60884], [-1.46603, -0.46098, 0.76613], [-0.06160, -0.24985, 1.14495], [0.94075, 0.11573, 0.33187], [2.11133, 0.12391, 0.71080], [0.67139, 0.86471, -0.97916], [1.87111, 1.72474, -1.16833], [-1.24902, -2.41656, -0.15382], [-2.87007, -1.98476, 0.22779], [-1.65545, -2.45909, 1.53288], [-2.08861, 0.05024, 1.49454], [-1.57008, 0.03305, -0.19740], [0.30157, -0.69695, 1.97882], [-0.28167, 1.38448, -0.96475], [0.64315, 0.19838, -1.82308], [2.67686, 1.10019, -1.03327], [1.95803, 2.39595, -0.40444], [1.92074, 2.19396, -2.07237]]}


Record 3
{"formula": "C11H12ClF16NO3P", "method": "ωB97M-V/def2-TZVPD", "spin_multiplicity": 1, "homo_energy_ev": -2.73, "total_charge": -1, "lumo_ev": 2.26, "largest_force_ha_per_bohr": 0.0211, "symbols": ["C", "P", "O", "N", "Cl", "H", "H", "H", "H", "C", "C", "C", "F", "F", "F", "F", "O", "C", "C", "F", "F", "F", "F", "H", "H", "H", "H", "C", "C", "C", "F", "F", "F", "F", "O", "C", "C", "F", "F", "F", "F", "H", "H", "H", "H"], "positions_angstrom": [[-1.04038, -3.20910, 0.58454], [-2.58233, -2.40211, 1.19428], [-3.75830, -3.12074, 0.22292], [-2.63914, -0.84838, 0.55510], [-1.04119, -0.09308, 0.81960], [-0.73181, -2.89304, -0.39034], [-0.30205, -2.96084, 1.30285], [-1.19274, -4.26584, 0.57045], [-4.52071, -3.11289, 0.79181], [-3.12445, 2.44060, -2.61274], [-4.15378, 1.37466, -3.02651], [-3.65522, -0.06776, -3.07487], [-2.67695, -0.21384, -4.00286], [-4.67364, -0.88869, -3.44272], [-4.71750, 1.72589, -4.21273], [-5.14039, 1.40758, -2.09666], [-2.51975, 3.19362, -3.66207], [-1.39174, 2.77878, -4.30104], [-1.66104, 2.57616, -5.79210], [-2.59211, 1.62840, -5.98923], [-0.51434, 2.17912, -6.39697], [-0.84372, 1.69783, -3.74073], [-0.48594, 3.78598, -4.21184], [-3.68352, 3.18885, -2.05755], [-2.38944, 2.04380, -1.91334], [-3.28084, -0.38994, -2.09153], [-2.00312, 3.51077, -6.24161], [4.99347, 0.16538, 3.66242], [4.17393, 0.13248, 4.96393], [3.82333, -1.23973, 5.54106], [3.04626, -1.94133, 4.69870], [3.14141, -1.05988, 6.70066], [3.05760, 0.86733, 4.81874], [4.94778, 0.74050, 5.91515], [4.28899, 0.37058, 2.46315], [3.75404, -0.69105, 1.77565], [2.23363, -0.57769, 1.67361], [1.69984, -0.57025, 2.91155], [1.78399, -1.64924, 1.00337], [4.13809, -1.86612, 2.31059], [4.25387, -0.63939, 0.52260], [5.62384, 1.04711, 3.75310], [5.66779, -0.68740, 3.59132], [4.73263, -1.80915, 5.75740], [1.95566, 0.34208, 1.15288]]}


Record 4
{"formula": "C3H4N4O", "method": "ωB97M-V/def2-TZVPD", "spin_multiplicity": 1, "homo_energy_ev": -8.54, "relative_energy_kcal_mol": 142.23, "lumo_ev": 0.18, "largest_force_ha_per_bohr": 0.1104, "symbols": ["O", "C", "N", "N", "C", "N", "N", "C", "H", "H", "H", "H"], "positions_angstrom": [[-2.52844, -0.98730, 0.10597], [-1.50542, -0.35303, 0.01579], [-1.39611, 1.01184, -0.12928], [-0.14620, 1.60573, 0.14091], [0.57605, 0.51690, 0.45549], [1.92475, -0.44197, -0.31154], [1.03642, -1.51804, -0.10573], [-0.05127, -0.67313, 0.19370], [-2.22965, 1.55108, -0.39598], [0.13085, 2.17166, -0.64269], [2.75509, -0.65066, 0.23861], [1.43392, -2.23305, 0.43477]]}


Record 5
{"formula": "C17H29N3O6", "method": "ωB97M-V/def2-TZVPD", "spin_multiplicity": 1, "homo_energy_ev": -9.24, "relative_energy_kcal_mol": 0.80, "lumo_ev": 0.52, "largest_force_ha_per_bohr": 0.0194, "symbols": ["C", "C", "C", "C", "C", "O", "C", "C", "C", "C", "C", "C", "C", "N", "N", "C", "N", "O", "C", "O", "O", "C", "C", "C", "O", "O", "H", "H", "H", "H", "H", "H", "H", "H", "H", "H", "H", "H", "H", "H", "H", "H", "H", "H", "H", "H", "H", "H", "H", "H", "H", "H", "H", "H", "H"], "positions_angstrom": [[-3.57830, -1.54804, 1.22852], [-4.70343, -0.86334, 0.45994], [-4.18598, 0.07173, -0.63497], [-3.65070, 1.39279, -0.08319], [-2.90078, 2.16507, -1.16936], [-2.33905, 3.40191, -0.76434], [-1.36082, 3.37205, 0.24186], [-0.16971, 2.45061, -0.06760], [-0.22057, 1.06467, 0.58081], [1.25386, 0.72174, 0.75589], [1.59191, -0.16834, 1.94898], [1.09005, -1.56748, 1.73477], [1.25905, -2.54863, 2.86038], [0.55628, -1.81213, 0.60858], [0.05747, -3.01502, 0.28005], [-0.66922, -3.21622, -0.88382], [-0.77197, -2.13489, -1.69092], [-1.19011, -4.29082, -1.09015], [1.80973, 0.10744, -0.52709], [1.20487, 0.08901, -1.57405], [3.03981, -0.33927, -0.35866], [3.71324, -0.86486, -1.50719], [4.30719, 0.25089, -2.35332], [1.89027, 2.11988, 0.87711], [2.97800, 2.36287, 1.30648], [1.04073, 3.03991, 0.42799], [-2.96498, -2.13863, 0.55152], [-2.93978, -0.82238, 1.72701], [-3.98951, -2.21254, 1.98492], [-5.32408, -1.63411, -0.00063], [-5.33387, -0.29983, 1.15122], [-4.99078, 0.28470, -1.34115], [-3.39169, -0.43996, -1.18371], [-4.47336, 2.00300, 0.29388], [-2.97734, 1.18728, 0.74765], [-3.59334, 2.44524, -1.96710], [-2.12632, 1.51822, -1.60382], [-1.79741, 3.10717, 1.21568], [-0.99036, 4.39888, 0.29950], [-0.06432, 2.37233, -1.15744], [-0.70041, 1.12261, 1.55973], [-0.73764, 0.33498, -0.03546], [1.15033, 0.24402, 2.86067], [2.67688, -0.17818, 2.08497], [1.74834, -2.07699, 3.70659], [1.86319, -3.39702, 2.53726], [0.28868, -2.92888, 3.18280], [0.07246, -3.79710, 0.92913], [-0.13403, -1.35918, -1.58375], [-1.16259, -2.29638, -2.60350], [4.49414, -1.51014, -1.10090], [3.00464, -1.45870, -2.09354], [3.51417, 0.86247, -2.77651], [4.89213, -0.17648, -3.16250], [4.94843, 0.88034, -1.74129]]}


Record 6
{"formula": "C30H43F5P2RhS", "method": "ωB97M-V/def2-TZVPD", "spin_multiplicity": 5, "homo_energy_ev": [-8.20, -11.33], "relative_energy_kcal_mol": 0.00, "total_charge": 1, "lumo_ev": [-1.98, -5.83], "largest_force_ha_per_bohr": 0.0604, "symbols": ["Rh", "C", "C", "C", "C", "C", "C", "H", "H", "H", "C", "H", "H", "H", "C", "H", "H", "H", "C", "H", "H", "H", "C", "H", "H", "H", "C", "C", "C", "C", "C", "C", "C", "C", "H", "H", "H", "H", "H", "H", "H", "H", "H", "H", "H", "H", "P", "P", "C", "C", "H", "H", "H", "H", "C", "H", "H", "H", "C", "H", "H", "H", "C", "H", "H", "H", "C", "H", "H", "H", "F", "C", "C", "F", "C", "F", "C", "S", "C", "F", "C", "F"], "positions_angstrom": [[0.75140, -0.93100, 1.03106], [2.95501, -1.23453, 1.38773], [2.58114, -0.02502, 2.07987], [1.43674, -1.79392, 3.06432], [2.28172, -2.33338, 2.03093], [1.67214, -0.37585, 3.13371], [3.94142, -1.34968, 0.27117], [4.22823, -0.36143, -0.09652], [3.53025, -1.92695, -0.56506], [4.85126, -1.86433, 0.61070], [2.53544, -3.78444, 1.80066], [2.94107, -3.96002, 0.80098], [1.60941, -4.36062, 1.89045], [3.24695, -4.16845, 2.54932], [0.59383, -2.61418, 3.98208], [1.20497, -3.03065, 4.79690], [0.14431, -3.45878, 3.44668], [-0.22434, -2.02960, 4.41496], [1.14434, 0.55330, 4.17416], [1.69187, 0.41184, 5.11869], [0.08517, 0.37798, 4.39347], [1.27453, 1.59870, 3.87619], [3.12008, 1.33998, 1.81037], [3.92557, 1.57393, 2.52209], [2.35043, 2.11244, 1.93250], [3.54011, 1.41382, 0.80381], [-0.41899, 1.97828, -4.72726], [0.78587, 2.55608, -4.60012], [1.04194, 4.03398, -4.67569], [0.01129, 4.94090, -3.94063], [-0.51727, 4.38739, -2.65007], [-1.61785, 3.63176, -2.52044], [-2.46593, 3.09437, -3.63635], [-1.70880, 2.71689, -4.94144], [1.08002, 4.36181, -5.73271], [-0.80265, 5.19902, -4.62666], [2.04623, 4.24350, -4.26640], [-1.56446, 3.61627, -5.55212], [-0.51764, 0.88635, -4.74338], [1.69150, 1.94321, -4.56147], [-2.37713, 2.05380, -5.51691], [-3.00290, 2.19993, -3.26912], [-2.01980, 3.42932, -1.51994], [-3.25729, 3.82543, -3.89309], [0.53195, 5.88139, -3.69945], [0.05871, 4.68876, -1.76847], [0.73658, -0.10699, -1.11006], [-0.99966, 0.47482, 1.34354], [-0.88566, 0.71391, -1.42415], [-1.88622, 0.60806, -0.27319], [-1.31545, 0.27915, -2.33818], [-0.66016, 1.76508, -1.65017], [-2.53199, 1.49774, -0.22299], [-2.53900, -0.27100, -0.37383], [-2.14079, -0.17927, 2.57780], [-1.64027, -0.29067, 3.54691], [-2.52050, -1.15948, 2.26612], [-2.98730, 0.51101, 2.68784], [-0.56860, 2.19506, 1.73320], [-1.35116, 2.87796, 1.37568], [0.37920, 2.48216, 1.26037], [-0.47263, 2.31601, 2.81831], [0.90066, -1.37781, -2.38300], [1.79548, -1.98289, -2.18382], [0.99206, -0.90311, -3.36955], [0.01558, -2.02815, -2.37142], [1.97833, 1.17611, -1.50917], [2.06675, 1.90391, -0.68949], [1.70984, 1.71723, -2.43248], [2.95288, 0.69078, -1.65728], [-4.88397, -5.59183, 3.57891], [-3.95243, -4.99013, 2.81562], [-4.29113, -3.91899, 1.98520], [-5.58020, -3.52582, 1.90579], [-3.31505, -3.28729, 1.22422], [-3.68324, -2.28754, 0.37114], [-1.96463, -3.69249, 1.26371], [-0.73856, -2.94583, 0.28521], [-1.67195, -4.80933, 2.07309], [-0.40324, -5.31995, 2.04743], [-2.63652, -5.45108, 2.84003], [-2.29688, -6.53698, 3.56921]]}